Entry 1:
Formula: C19H51NO20S6
Source: the Open Molecules 2025 dataset
Level of theory: ωB97M-V/def2-TZVPD

Structure (XYZ):
```
97
Properties=species:S:1:pos:R:3:forces:R:3:lowdin_charge:R:1
C 0.779 -1.674 -5.115 -0.396 -0.521 -0.475 -0.053
C 1.174 -2.137 -3.735 0.721 0.652 -0.075 -0.276
O 1.592 -3.518 -3.781 0.109 -0.307 0.555 -0.240
S 2.065 -4.152 -2.380 -1.204 -0.520 -0.327 0.616
C 0.488 -4.808 -1.766 0.443 0.426 -0.316 -0.099
O 2.946 -5.232 -2.712 -0.295 0.654 0.292 -0.265
O 2.459 -3.069 -1.507 0.171 -0.578 -0.307 -0.306
H 1.509 -1.911 -5.890 0.270 -0.071 0.288 0.088
H 0.632 -0.595 -5.148 -0.098 0.008 0.208 0.074
H -0.143 -2.168 -5.429 -0.071 0.154 0.042 0.084
H 2.041 -1.570 -3.389 -0.096 0.092 0.063 0.101
H 0.377 -1.989 -3.005 -0.106 -0.151 -0.059 0.104
H 0.010 -5.453 -2.498 0.315 0.023 -0.207 0.077
H -0.144 -3.937 -1.601 -0.033 -0.067 0.198 0.054
H 0.638 -5.369 -0.847 0.181 0.197 0.094 0.073
C 0.471 7.800 2.245 0.220 -0.110 -0.322 -0.063
C 0.736 6.313 2.076 -1.023 0.717 0.346 -0.289
O 1.978 6.044 2.728 0.813 -0.787 0.080 -0.258
S 2.320 4.502 3.074 -0.161 0.227 -0.492 0.610
C 2.437 3.823 1.403 0.070 0.680 -0.108 -0.112
O 3.607 4.464 3.696 -0.460 0.353 -0.426 -0.258
O 1.182 3.957 3.746 0.015 -0.181 -0.160 -0.275
H 0.590 8.055 3.295 -0.078 0.179 -0.024 0.086
H -0.535 8.047 1.901 -0.041 -0.083 0.131 0.082
H 1.161 8.378 1.630 0.095 0.059 0.201 0.080
H -0.071 5.773 2.577 0.178 -0.253 -0.079 0.113
H 0.737 6.070 1.010 0.335 -0.297 0.072 0.116
H 1.488 3.406 1.076 0.042 -0.365 0.349 0.052
H 3.291 3.155 1.334 -0.215 -0.282 0.240 0.069
H 2.640 4.653 0.725 0.162 0.113 0.173 0.067
C -2.499 2.877 2.518 -1.185 -0.107 -1.170 -0.065
C -1.806 2.191 3.643 1.957 0.666 0.727 -0.275
O -2.679 1.888 4.744 -0.438 -0.006 0.338 -0.259
S -2.035 1.538 6.178 -0.003 -0.097 -0.090 0.594
C -1.723 -0.217 5.914 0.002 0.973 0.414 -0.107
O -0.805 2.253 6.358 -0.312 -0.280 -0.216 -0.273
O -3.095 1.690 7.130 0.291 -0.192 -0.549 -0.273
H -3.411 2.384 2.159 -0.170 -0.063 0.588 0.070
H -1.943 2.886 1.578 0.706 0.017 0.425 0.063
H -2.741 3.912 2.758 -0.098 -0.062 0.134 0.084
H -1.198 1.320 3.381 -0.521 -0.241 -0.318 0.111
H -1.060 2.898 4.024 -0.022 -0.120 -0.008 0.091
H -1.543 -0.677 6.883 -0.213 -0.005 0.042 0.071
H -0.822 -0.324 5.318 -0.168 -0.007 -0.278 0.064
H -2.644 -0.542 5.441 0.169 -0.474 -0.029 0.068
C 5.831 -0.089 -2.854 0.303 -0.104 -0.396 -0.059
C 5.475 -1.545 -3.051 -0.939 0.428 0.995 -0.299
O 6.673 -2.307 -3.166 0.135 -0.611 -1.007 -0.251
S 6.604 -3.713 -3.981 0.157 0.297 0.606 0.607
C 6.084 -4.789 -2.640 0.458 0.951 -0.880 -0.102
O 5.584 -3.628 -4.989 0.218 -0.013 0.374 -0.283
O 7.956 -4.019 -4.344 -0.510 0.167 0.199 -0.273
H 4.925 0.469 -2.617 0.057 0.048 0.097 0.059
H 6.271 0.333 -3.759 -0.002 0.001 0.032 0.085
H 6.560 -0.001 -2.050 -0.105 0.139 0.075 0.085
H 4.938 -1.867 -2.148 0.108 -0.208 -0.072 0.109
H 4.768 -1.679 -3.871 0.452 -0.189 -0.306 0.111
H 5.171 -4.365 -2.238 -0.232 -0.326 -0.106 0.034
H 6.874 -4.714 -1.899 0.103 -0.367 -0.049 0.075
H 5.972 -5.753 -3.126 -0.162 -0.201 0.448 0.079
C 2.145 1.126 -1.308 -1.123 -0.151 -0.304 -0.055
C 0.733 0.944 -1.865 0.069 0.269 0.278 -0.233
O 0.089 -0.230 -1.311 -0.917 0.768 0.077 -0.289
S -0.424 -0.194 0.220 1.831 -2.549 -0.386 0.628
C 0.811 -1.392 0.776 -1.179 1.141 1.051 -0.083
O -0.166 1.104 0.799 -0.959 -0.580 -0.437 -0.285
O -1.673 -0.930 0.278 0.568 1.706 -0.143 -0.287
H 2.668 0.177 -1.425 0.384 0.212 -0.088 0.074
H 2.064 1.382 -0.255 0.221 0.020 0.025 0.047
H 2.578 1.960 -1.858 0.438 -0.167 0.053 0.090
H 0.112 1.817 -1.663 0.011 -0.002 0.029 0.114
H 0.720 0.782 -2.941 0.087 -0.146 0.009 0.112
H 0.380 -1.696 1.732 0.421 -0.327 0.055 0.073
H 1.742 -0.854 0.925 0.142 -0.186 -0.119 0.072
H 0.863 -2.210 0.071 0.051 0.019 -0.083 0.041
C -3.985 1.093 -1.495 -0.733 0.200 0.310 -0.052
C -4.811 0.330 -0.476 0.185 0.064 -0.272 -0.255
O -6.113 0.158 -1.081 -0.754 -0.682 -0.224 -0.266
S -7.099 -0.986 -0.516 0.500 0.557 0.608 0.606
C -7.859 -0.095 0.836 0.296 -0.421 -0.448 -0.107
O -8.073 -1.247 -1.531 0.564 0.082 0.328 -0.260
O -6.281 -2.028 0.056 -0.371 0.157 -0.410 -0.300
H -4.539 2.004 -1.730 0.152 0.015 -0.216 0.084
H -3.900 0.479 -2.389 0.276 0.135 -0.067 0.089
H -3.021 1.389 -1.085 0.098 -0.230 -0.040 0.064
H -4.379 -0.651 -0.293 -0.039 0.093 0.287 0.086
H -4.955 0.906 0.440 0.206 -0.167 0.117 0.114
H -8.529 0.633 0.389 -0.049 0.068 0.185 0.074
H -7.053 0.359 1.406 -0.049 0.133 0.000 0.062
H -8.368 -0.819 1.468 -0.168 0.011 -0.113 0.075
C -3.554 -3.395 1.049 -1.390 -0.478 -0.678 0.027
N -2.485 -4.275 1.571 0.417 0.642 0.146 -0.436
O -2.612 -4.673 2.710 0.059 -0.068 -0.150 0.076
O -1.553 -4.550 0.837 -0.107 0.030 -0.053 0.045
H -4.233 -3.151 1.857 0.148 0.064 0.104 0.098
H -4.102 -4.015 0.334 -0.041 -0.092 0.165 0.109
H -3.274 -2.525 0.465 0.858 -0.115 0.421 0.056
```
Forces are in eV/Å.

Summary:
energy above the lowest of the compared OMol25 structures with the same formula, charge and spin: 0.0 kJ/mol
SMILES: CCOS(C)(=O)=O.CCOS(C)(=O)=O.CCOS(C)(=O)=O.CCOS(C)(=O)=O.CCOS(C)(=O)=O.CCOS(C)(=O)=O.C[N+](=O)[O-]
total charge: 0
LUMO level: -0.160 eV
orbital gap: 0.406 Eh

---

Entry 2:
Formula: C57H56F3LuNO8P2S2Te
Source: the Open Molecules 2025 dataset
Level of theory: ωB97M-V/def2-TZVPD

Structure (XYZ):
```
131
Properties=species:S:1:pos:R:3:forces:R:3:lowdin_charge:R:1
Lu -0.363 0.051 -0.399 -0.323 -0.414 -0.262 1.448
C 4.256 5.274 -1.482 0.530 0.177 -0.150 -0.011
C 2.764 5.214 -1.172 -0.175 -0.056 -0.006 -0.455
C 2.172 6.621 -1.082 0.020 0.323 0.080 -0.012
C 2.561 4.524 0.149 0.181 0.207 0.162 -0.102
C 3.094 5.113 1.288 0.111 0.323 0.180 -0.010
C 2.926 4.588 2.558 -0.045 0.380 -0.492 -0.039
C 2.180 3.446 2.659 -0.031 -0.406 0.608 -0.089
C 1.646 2.802 1.550 0.098 0.210 0.144 -0.279
P 0.756 1.274 1.912 0.055 0.100 -0.064 1.067
C -0.436 1.854 3.164 -0.071 0.094 0.368 -0.364
C -0.908 3.168 3.182 0.028 0.003 -0.299 -0.090
C -1.830 3.583 4.129 -0.186 0.027 0.079 -0.062
C -2.310 2.686 5.081 -0.303 0.480 0.019 -0.066
C -1.850 1.383 5.073 -0.199 -0.160 0.174 -0.061
C -0.919 0.973 4.131 -0.093 0.128 -0.081 -0.157
C 2.080 0.448 2.836 0.186 -0.003 0.095 -0.362
C 2.170 0.393 4.218 0.254 -0.283 0.228 -0.088
C 3.285 -0.198 4.811 0.035 -0.039 0.155 -0.076
C 4.320 -0.713 4.043 -0.030 -0.110 0.189 -0.074
C 4.247 -0.607 2.660 0.167 -0.161 -0.154 -0.067
C 3.140 -0.037 2.061 -0.141 0.089 -0.018 -0.116
C 1.860 3.341 0.287 -0.355 -0.536 -0.344 -0.157
O 1.354 2.632 -0.806 0.154 0.282 -0.116 -0.029
C 1.467 3.204 -2.085 0.054 -0.161 0.401 -0.149
C 0.951 2.482 -3.164 0.087 0.347 0.018 -0.296
C 1.028 3.054 -4.429 0.044 0.153 -0.206 -0.094
C 1.588 4.293 -4.646 0.128 0.071 -0.032 -0.039
C 2.109 4.964 -3.558 0.025 0.171 -0.073 -0.018
C 2.078 4.443 -2.272 -0.132 -0.217 -0.182 -0.099
P 0.173 0.830 -3.095 -0.056 0.149 -0.142 1.036
C -1.210 1.183 -4.226 -0.093 0.269 -0.099 -0.401
C -1.473 0.488 -5.400 -0.232 -0.130 0.190 -0.085
C -2.585 0.821 -6.168 0.154 0.185 0.067 -0.060
C -3.404 1.874 -5.793 -0.046 -0.111 -0.096 -0.070
C -3.127 2.592 -4.638 -0.083 0.080 -0.002 -0.063
C -2.034 2.252 -3.864 -0.041 -0.207 -0.156 -0.117
C 1.408 -0.112 -4.073 -0.036 -0.346 -0.318 -0.353
C 1.098 -1.392 -4.554 0.065 0.086 0.269 -0.134
C 2.018 -2.132 -5.274 0.210 -0.240 -0.061 -0.059
C 3.279 -1.612 -5.541 0.115 -0.088 -0.011 -0.073
C 3.605 -0.348 -5.067 0.155 -0.202 -0.228 -0.076
C 2.680 0.391 -4.347 0.006 0.327 0.018 -0.105
H 4.815 5.825 -0.716 -0.178 -0.039 -0.127 0.089
H 4.424 5.772 -2.446 0.043 -0.141 0.210 0.090
H 4.677 4.266 -1.526 -0.030 0.078 -0.084 0.103
H 2.652 7.179 -0.273 -0.093 0.026 -0.172 0.084
H 1.101 6.576 -0.874 0.025 0.005 -0.013 0.104
H 2.319 7.177 -2.011 0.001 -0.025 0.096 0.085
H 3.640 6.042 1.175 0.028 -0.079 0.010 0.115
H 3.317 5.090 3.430 0.098 -0.027 0.026 0.114
H 2.011 3.013 3.644 0.007 0.086 -0.197 0.115
H -0.568 3.857 2.421 0.012 0.103 0.062 0.107
H -2.198 4.609 4.112 0.104 -0.229 -0.002 0.112
H -3.069 3.022 5.795 0.365 -0.225 -0.212 0.116
H -2.234 0.662 5.788 0.066 0.078 -0.034 0.113
H -0.592 -0.054 4.139 0.111 -0.241 0.021 0.016
H 1.388 0.784 4.862 0.118 -0.024 -0.187 0.103
H 3.335 -0.259 5.893 0.006 -0.001 -0.064 0.112
H 5.167 -1.220 4.512 -0.239 0.277 -0.123 0.113
H 5.052 -0.984 2.040 -0.008 -0.002 0.034 0.112
H 3.096 0.037 0.974 0.002 0.005 0.129 0.098
H 0.638 2.503 -5.268 -0.087 -0.106 -0.147 0.118
H 1.653 4.719 -5.644 -0.088 -0.088 0.188 0.117
H 2.558 5.934 -3.710 0.093 0.059 -0.030 0.113
H -0.860 -0.354 -5.689 0.021 0.072 -0.038 0.094
H -2.804 0.262 -7.066 0.000 -0.062 -0.045 0.107
H -4.269 2.124 -6.395 0.014 0.012 0.040 0.108
H -3.776 3.406 -4.334 0.047 -0.030 -0.019 0.110
H -1.835 2.815 -2.960 0.048 0.020 -0.009 0.093
H 0.138 -1.821 -4.310 -0.034 -0.068 -0.063 -0.006
H 1.755 -3.142 -5.597 0.052 0.341 0.006 0.117
H 4.006 -2.190 -6.108 -0.147 0.120 0.118 0.108
H 4.580 0.079 -5.281 -0.103 -0.051 0.053 0.108
H 2.951 1.396 -4.054 0.029 -0.037 0.133 0.101
O 0.904 -1.768 1.077 -0.173 0.527 -0.167 -0.253
H 0.636 -2.630 0.687 -0.048 -0.136 -0.114 -0.010
H 1.866 -1.762 1.115 0.038 0.033 -0.062 0.038
O -2.526 0.539 -1.540 0.027 0.376 0.719 -0.225
H -3.408 0.539 -1.123 0.278 -0.160 -0.070 0.068
H -2.509 -0.223 -2.183 0.009 -0.264 -0.197 -0.080
O 2.073 -0.815 -1.212 -0.217 0.104 0.165 -0.118
H 1.562 -1.544 -1.615 -0.020 -0.051 0.147 0.039
H 2.581 -0.457 -1.952 0.016 0.080 -0.059 0.044
O -1.417 2.347 0.106 0.102 0.017 -0.162 -0.117
H -2.315 2.088 0.369 -0.055 0.041 0.017 0.044
H -1.545 2.836 -0.724 0.035 -0.196 0.220 0.069
N -1.837 -0.529 1.444 -0.248 -0.084 -0.196 -0.012
C -3.236 -0.633 1.091 -0.076 0.247 -0.097 -0.331
C -4.071 0.474 1.298 0.532 -0.129 0.272 -0.069
C -5.390 0.427 0.886 0.015 -0.074 -0.260 -0.045
C -5.875 -0.714 0.236 0.609 0.112 0.539 -0.253
C -5.028 -1.797 0.042 -0.200 -0.280 -0.246 -0.020
C -3.701 -1.767 0.455 -0.104 0.260 0.156 -0.031
S -7.605 -0.787 -0.161 -0.507 -0.334 -0.212 0.384
O -7.744 -2.006 -0.938 0.045 0.054 0.029 -0.357
O -8.226 -0.825 1.152 0.018 0.049 0.036 -0.349
O -7.828 0.441 -0.898 -0.016 0.264 -0.105 -0.358
H -1.469 -1.454 1.656 -0.007 -0.010 -0.055 -0.008
H -1.767 -0.003 2.308 0.073 0.048 0.019 0.038
H -3.682 1.336 1.856 -0.144 -0.162 -0.125 0.112
H -6.043 1.275 1.063 -0.070 -0.158 -0.054 0.123
H -5.420 -2.685 -0.450 -0.031 0.230 0.070 0.122
H -3.028 -2.596 0.268 -0.061 -0.046 -0.017 0.107
F 1.024 -9.811 2.677 0.121 -0.105 -0.067 0.130
C 0.629 -9.674 1.398 0.016 0.314 0.056 -0.584
F 1.577 -10.241 0.615 -0.152 0.007 0.205 0.132
F -0.487 -10.406 1.251 0.000 -0.145 -0.071 0.140
C 0.399 -8.237 1.036 0.001 0.260 -0.059 -0.128
C -0.241 -7.946 -0.167 -0.070 -0.785 -0.142 -0.014
C -0.447 -6.653 -0.563 -0.078 0.214 -0.107 -0.013
C -0.015 -5.590 0.240 0.069 -0.267 -0.045 -0.241
C 0.640 -5.881 1.437 -0.136 -0.255 0.010 -0.046
C 0.832 -7.192 1.843 0.272 -0.144 0.195 -0.007
C -0.249 -4.276 -0.206 -0.288 1.455 -0.695 -0.005
C -0.546 -3.233 -0.818 0.378 -1.091 0.752 -0.235
H -0.586 -8.764 -0.798 0.069 0.143 0.115 0.129
H -0.942 -6.416 -1.492 -0.066 -0.103 -0.068 0.123
H 0.944 -5.062 2.057 0.189 0.144 0.258 0.040
H 1.336 -7.399 2.789 -0.174 0.037 -0.293 0.121
S -1.615 -1.883 -2.833 -0.433 -0.143 -0.310 0.623
C -0.809 -1.985 -1.323 0.166 -0.215 0.154 -0.842
C 1.087 -3.177 5.226 -0.008 0.112 0.050 -0.428
Te -0.326 -2.841 3.666 -0.153 -0.196 0.328 1.308
C -2.032 -3.251 4.873 -0.035 0.001 0.086 -0.432
H 1.055 -4.234 5.500 0.134 0.212 0.018 0.002
H 0.804 -2.541 6.068 0.128 -0.171 -0.052 0.003
H 2.077 -2.881 4.864 -0.221 -0.162 0.089 -0.014
H -2.084 -2.528 5.692 -0.058 -0.197 -0.154 -0.001
H -1.988 -4.271 5.254 -0.034 0.129 -0.012 0.002
H -2.902 -3.146 4.220 0.069 -0.003 0.160 -0.001
```
Forces are in eV/Å.

Summary:
energy above the lowest of the compared OMol25 structures with the same formula, charge and spin: 0.0 kJ/mol
spin multiplicity: 2
⟨S²⟩: 0.778
total charge: 0
LUMO level (alpha / beta): -0.513 / -0.609 eV
orbital gap (alpha / beta): 0.204 / 0.243 Eh

---

Entry 3:
Formula: C5H9N
Source: the Open Molecules 2025 dataset
Level of theory: ωB97M-V/def2-TZVPD

Structure (XYZ):
```
15
Properties=species:S:1:pos:R:3:forces:R:3:lowdin_charge:R:1
C -2.178 0.462 -0.115 0.009 -0.027 -0.022 -0.106
C -0.707 0.750 0.001 0.096 -0.023 -0.014 -0.182
C 0.260 0.032 -0.557 -0.147 0.098 -0.083 -0.174
C 1.703 0.475 -0.557 -0.069 0.179 -0.053 -0.191
C 2.613 -0.499 0.051 1.042 -1.235 0.753 -0.231
N 3.320 -1.283 0.537 -1.085 1.200 -0.751 0.134
H -2.707 0.672 0.820 0.103 -0.065 -0.093 0.072
H -2.366 -0.578 -0.399 0.059 0.145 0.028 0.071
H -2.624 1.106 -0.886 0.080 -0.113 0.179 0.078
H -0.419 1.629 0.583 -0.103 -0.036 -0.233 0.109
H 0.040 -0.895 -1.089 -0.005 0.217 0.062 0.114
H 1.801 1.429 -0.027 0.026 -0.155 -0.037 0.118
H 2.033 0.651 -1.589 0.016 -0.058 0.162 0.122
H -0.675 -2.085 1.489 0.060 -0.059 0.030 0.040
H 0.042 -1.963 1.335 -0.082 -0.071 0.070 0.026
```
Forces are in eV/Å.

Summary:
energy above the lowest of the compared OMol25 structures with the same formula, charge and spin: 168.0 kJ/mol
SMILES: C/C=C/CC#N.[H][H]
total charge: 0
LUMO level: 0.971 eV
orbital gap: 0.402 Eh

---

- Which value of total charge does entry 3 give?
  0